Record 1
{
  "formula": "C4H18NO4S2",
  "method": "wB97M-V/def2-TZVPD",
  "symbols": ["N", "C", "C", "O", "C", "S", "S", "C", "H", "H", "H", "H", "H", "H", "H", "H", "H", "H", "H", "H", "H", "H", "O", "H", "H", "O", "H", "H", "O"],
  "coordinates": [[0.840, 0.934, -0.694], [0.300, -0.306, -1.393], [0.127, 0.193, -2.852], [-1.068, 0.905, -2.886], [1.124, -1.495, -1.136], [1.391, -2.311, 0.419], [-0.115, -2.206, 1.633], [0.099, -0.781, 2.872], [0.321, 1.797, -0.883], [1.823, 1.123, -0.901], [0.786, 0.820, 0.322], [-0.695, -0.472, -0.958], [1.045, 0.733, -3.195], [-0.064, -0.708, -3.481], [-1.160, 1.377, -3.715], [2.208, -1.434, -1.458], [0.750, -2.335, -1.753], [0.713, -1.227, 3.666], [-0.862, -0.659, 3.392], [0.380, 0.045, 2.271], [-2.403, 0.271, 0.936], [-1.758, 1.418, 1.505], [-1.583, 0.757, 0.774], [0.802, 4.234, -1.462], [2.096, 3.906, -0.665], [1.277, 3.521, -1.009], [-3.425, 2.280, 2.403], [-3.225, 3.236, 1.187], [-2.771, 2.822, 1.953]],
  "charge": 2,
  "s2": 0.756,
  "orbital_gap_ev": [10.664, 5.867],
  "spin_multiplicity": 2
}


Record 2
{
  "formula": "C48H39BrN4O2OsSTe",
  "method": "wB97M-V/def2-TZVPD",
  "symbols": ["Os", "Br", "C", "C", "C", "C", "O", "C", "C", "N", "C", "C", "C", "C", "C", "C", "C", "C", "N", "C", "C", "H", "H", "H", "H", "H", "H", "H", "H", "H", "H", "S", "C", "C", "C", "C", "C", "C", "C", "C", "C", "N", "H", "H", "H", "H", "H", "H", "C", "C", "C", "C", "C", "C", "Te", "N", "C", "O", "C", "C", "C", "C", "C", "C", "C", "C", "C", "C", "C", "C", "C", "C", "C", "C", "H", "H", "H", "H", "H", "H", "H", "H", "H", "H", "H", "H", "H", "H", "H", "H", "H", "H", "H", "H", "H", "H", "H"],
  "coordinates": [[13.564, 12.518, 14.192], [17.993, 6.480, 12.920], [16.619, 7.840, 12.918], [15.248, 7.545, 12.708], [14.298, 8.546, 12.781], [14.694, 9.872, 13.082], [13.681, 10.795, 13.101], [16.034, 10.217, 13.148], [16.374, 11.539, 13.436], [15.567, 12.517, 13.943], [16.102, 13.778, 14.075], [17.429, 14.134, 13.757], [17.931, 15.346, 14.259], [17.076, 16.199, 14.934], [15.709, 15.977, 15.125], [14.866, 16.950, 15.673], [13.480, 16.590, 15.811], [13.057, 15.347, 15.408], [13.907, 14.460, 14.778], [15.240, 14.752, 14.632], [17.031, 9.136, 13.145], [15.051, 6.479, 12.572], [13.204, 8.353, 12.693], [17.391, 11.818, 13.375], [17.968, 13.448, 13.141], [18.978, 15.660, 14.095], [17.530, 17.106, 15.344], [15.292, 17.789, 16.243], [12.842, 17.317, 16.257], [12.077, 15.040, 15.516], [18.133, 9.371, 13.233], [12.304, 10.172, 17.921], [12.937, 11.713, 18.363], [13.376, 12.446, 17.318], [13.071, 11.849, 16.011], [12.331, 10.673, 16.207], [11.423, 10.062, 15.307], [11.591, 8.693, 14.935], [10.615, 8.141, 14.105], [9.494, 8.902, 13.648], [9.406, 10.221, 13.970], [10.382, 10.791, 14.812], [13.046, 11.929, 19.408], [13.892, 13.448, 17.343], [12.480, 8.088, 15.206], [10.799, 7.157, 13.705], [8.742, 8.397, 12.993], [8.625, 10.925, 13.648], [16.886, 18.700, 9.474], [15.712, 17.890, 8.954], [14.488, 18.231, 9.480], [13.383, 17.422, 9.305], [12.059, 17.806, 9.955], [13.508, 16.173, 8.665], [12.123, 14.393, 9.130], [10.048, 12.189, 15.150], [10.593, 13.102, 14.413], [11.637, 12.894, 13.667], [9.816, 14.376, 14.394], [10.227, 15.390, 13.523], [9.640, 16.639, 13.605], [8.576, 16.891, 14.461], [8.235, 15.895, 15.454], [8.808, 14.672, 15.319], [10.069, 14.966, 8.916], [9.466, 15.598, 10.008], [8.183, 16.071, 9.907], [7.482, 15.954, 8.713], [8.138, 15.534, 7.604], [9.416, 14.874, 7.679], [9.907, 14.009, 6.500], [14.692, 15.945, 7.969], [14.764, 14.668, 7.145], [15.775, 16.812, 8.076], [16.571, 19.709, 9.822], [17.666, 18.898, 8.741], [17.346, 18.203, 10.346], [14.305, 19.151, 10.097], [12.097, 18.891, 10.164], [11.856, 17.333, 10.904], [11.254, 17.598, 9.255], [11.037, 15.221, 12.771], [10.034, 17.524, 13.072], [8.185, 17.931, 14.503], [7.473, 16.145, 16.161], [8.403, 13.877, 15.915], [10.098, 15.806, 10.809], [7.761, 16.519, 10.775], [6.413, 16.217, 8.751], [7.667, 15.368, 6.582], [9.163, 13.975, 5.747], [10.130, 13.002, 6.810], [10.831, 14.415, 6.102], [14.885, 13.785, 7.762], [15.555, 14.736, 6.383], [13.790, 14.597, 6.646], [16.645, 16.585, 7.483]],
  "charge": 1,
  "s2": 8.905,
  "orbital_gap_ev": [4.922, 4.715],
  "e_above_lowest_ev": 4.008,
  "spin_multiplicity": 6
}


Record 3
{
  "formula": "C2H4N2O2S",
  "method": "wB97M-V/def2-TZVPD",
  "symbols": ["C", "C", "H", "H", "H", "H", "N", "N", "O", "O", "S"],
  "coordinates": [[-0.992, -0.111, 0.042], [2.044, -0.715, -0.115], [-1.734, 1.704, 0.731], [-2.654, 0.859, -0.632], [0.509, 0.830, -0.119], [2.527, -1.700, -0.106], [-1.787, 1.065, -0.268], [0.139, 0.295, 0.720], [1.144, -0.716, 0.927], [2.096, 0.163, -0.943], [-1.290, -1.675, -0.236]],
  "orbital_gap_ev": 9.302,
  "e_above_lowest_ev": 2.829,
  "smiles": "NC(=S)NOC=O"
}


Record 4
{
  "formula": "C23H55Cl14N3O5P2",
  "method": "wB97M-V/def2-TZVPD",
  "symbols": ["Cl", "C", "C", "Cl", "H", "H", "H", "H", "Cl", "C", "C", "Cl", "H", "H", "H", "H", "Cl", "C", "C", "Cl", "H", "H", "H", "H", "Cl", "C", "C", "Cl", "H", "H", "H", "H", "Cl", "C", "C", "Cl", "H", "H", "H", "H", "Cl", "C", "C", "Cl", "H", "H", "H", "H", "Cl", "C", "C", "Cl", "H", "H", "H", "H", "C", "O", "P", "O", "O", "C", "O", "C", "H", "H", "H", "H", "H", "H", "H", "H", "H", "O", "P", "N", "C", "C", "N", "C", "C", "N", "C", "C", "H", "H", "H", "H", "H", "H", "H", "H", "H", "H", "H", "H", "H", "H", "H", "H", "H", "H"],
  "coordinates": [[2.261, 3.341, 1.065], [1.476, 4.032, 2.511], [0.405, 5.071, 2.133], [-1.173, 4.478, 1.511], [2.248, 4.504, 3.119], [1.041, 3.328, 3.220], [0.818, 5.629, 1.292], [0.223, 5.760, 2.958], [-1.682, 3.938, 5.180], [-2.396, 2.347, 5.359], [-3.026, 1.958, 4.036], [-3.699, 0.365, 4.153], [-3.193, 2.379, 6.101], [-1.630, 1.680, 5.755], [-2.439, 1.923, 3.118], [-3.929, 2.511, 3.777], [-2.580, -2.564, 0.501], [-4.205, -1.922, 0.228], [-5.218, -3.087, 0.411], [-5.027, -4.325, -0.838], [-4.298, -1.370, -0.707], [-4.304, -1.257, 1.085], [-6.223, -2.668, 0.443], [-5.056, -3.587, 1.366], [0.576, -1.849, -4.892], [2.197, -2.560, -5.011], [3.163, -1.555, -4.427], [4.803, -2.240, -4.569], [2.440, -2.778, -6.051], [2.254, -3.515, -4.489], [2.971, -1.320, -3.380], [3.190, -0.640, -5.018], [2.457, 2.409, -2.140], [3.280, 3.895, -2.715], [3.413, 4.001, -4.229], [1.832, 4.032, -4.961], [4.204, 4.034, -2.153], [2.723, 4.718, -2.267], [4.091, 3.231, -4.596], [3.947, 4.915, -4.489], [-1.938, -4.607, -3.708], [-0.631, -4.138, -2.642], [-0.733, -5.083, -1.364], [-0.472, -6.821, -1.611], [-0.746, -3.094, -2.353], [0.290, -4.240, -3.216], [-1.769, -5.039, -1.030], [-0.033, -4.852, -0.561], [-1.529, 0.988, 0.801], [-0.040, 0.808, -0.191], [-0.332, -0.006, -1.461], [-1.468, 0.970, -2.452], [0.707, 0.382, 0.479], [0.307, 1.792, -0.505], [-0.747, -0.962, -1.141], [0.515, -0.314, -2.073], [-7.357, 5.946, 0.717], [-6.225, 5.116, 0.646], [-5.918, 4.074, 1.925], [-7.124, 3.286, 2.287], [-4.605, 3.326, 1.358], [-4.819, 2.033, 0.784], [-5.392, 5.121, 3.041], [-4.146, 5.770, 2.830], [-8.047, 5.561, 1.468], [-7.960, 5.897, -0.189], [-7.110, 6.998, 0.860], [-4.191, 1.290, 1.276], [-4.605, 1.908, -0.277], [-5.887, 1.814, 0.768], [-4.275, 6.637, 3.479], [-3.901, 6.151, 1.839], [-3.372, 5.150, 3.282], [1.997, -2.569, -1.631], [3.019, -2.843, -0.558], [4.093, -4.094, -1.074], [3.686, -5.223, -1.864], [5.458, -4.292, -0.385], [2.336, -3.323, 0.972], [1.268, -2.525, 1.586], [3.006, -4.305, 1.781], [4.043, -1.560, -0.025], [4.647, -0.683, -0.994], [4.658, -1.478, 1.272], [3.416, -6.010, -1.160], [4.466, -5.672, -2.480], [2.854, -5.089, -2.556], [5.759, -5.330, -0.527], [5.478, -4.229, 0.703], [6.230, -3.628, -0.773], [1.592, -1.486, 1.545], [0.376, -2.623, 0.967], [0.974, -2.867, 2.579], [3.885, -3.915, 2.294], [2.267, -4.644, 2.507], [3.314, -5.211, 1.259], [3.853, -0.172, -1.539], [5.182, 0.101, -0.459], [5.285, -1.162, -1.736], [5.063, -0.493, 1.502], [5.531, -2.130, 1.323], [3.883, -1.648, 2.018]],
  "orbital_gap_ev": 9.343,
  "smiles": "CN(C)P(=O)(N(C)C)N(C)C.COP(=O)(OC)OC.ClCCCl.ClCCCl.ClCCCl.ClCCCl.ClCCCl.ClCCCl.ClCCCl"
}


Record 5
{
  "formula": "C3H10N2O",
  "method": "wB97M-V/def2-TZVPD",
  "symbols": ["C", "O", "C", "H", "H", "H", "H", "H", "H", "N", "C", "N", "H", "H", "H", "H"],
  "coordinates": [[-1.807, -1.616, -0.739], [-1.519, -2.370, 0.436], [-0.468, -1.240, -1.334], [-2.429, -2.221, -1.407], [-2.406, -0.736, -0.491], [-2.239, -2.286, 1.067], [0.109, -2.160, -1.449], [-0.524, -0.800, -2.328], [0.024, -0.582, -0.626], [2.154, 1.267, 0.452], [1.551, 2.340, 1.058], [0.325, 2.319, 1.384], [3.130, 1.360, 0.238], [1.807, 0.360, 0.664], [2.237, 3.160, 1.287], [0.055, 3.206, 1.788]],
  "orbital_gap_ev": 10.384,
  "e_above_lowest_ev": 1.203,
  "smiles": "[H]/N=C/N.CCO"
}


Record 6
{
  "formula": "C4H11NO2",
  "method": "wB97M-V/def2-TZVPD",
  "symbols": ["C", "N", "C", "C", "C", "O", "H", "H", "H", "H", "H", "H", "H", "H", "H", "H", "H", "O"],
  "coordinates": [[-1.241, 1.105, -1.229], [-1.091, -0.237, -1.314], [0.128, -0.970, -1.140], [1.084, -0.305, -0.059], [1.681, -1.278, 0.982], [-0.296, 1.850, -1.424], [-2.345, 1.389, -1.056], [-1.927, -0.758, -1.617], [0.658, -1.255, -2.158], [0.078, -1.999, -0.800], [0.505, 0.355, 0.528], [1.907, 0.306, -0.496], [2.450, -0.648, 1.531], [0.892, -1.723, 1.580], [2.243, -2.090, 0.409], [-2.021, 1.526, 2.126], [-1.433, 2.755, 2.325], [-1.269, 1.978, 1.810]],
  "orbital_gap_ev": 9.928,
  "e_above_lowest_ev": 1.720,
  "smiles": "CCCNC=O.O"
}


Record 7
{
  "formula": "C12H29CuN2O2SSe2Si",
  "method": "wB97M-V/def2-TZVPD",
  "symbols": ["Cu", "O", "C", "C", "C", "O", "C", "Se", "C", "Se", "H", "H", "H", "H", "H", "H", "H", "H", "H", "H", "C", "N", "C", "S", "N", "C", "H", "H", "H", "H", "H", "H", "H", "H", "C", "Si", "C", "C", "C", "H", "H", "H", "H", "H", "H", "H", "H", "H", "H", "H"],
  "coordinates": [[-1.543, -0.106, 0.515], [-0.637, -2.534, -4.248], [0.533, -3.173, -3.662], [1.132, -2.400, -2.429], [2.484, -3.108, -2.152], [2.222, -4.456, -1.779], [0.289, -2.562, -1.174], [-1.532, -1.831, -1.160], [1.350, -0.917, -2.795], [3.057, -0.047, -2.161], [-1.083, -2.079, -3.521], [1.285, -3.338, -4.432], [0.276, -4.205, -3.244], [2.924, -2.677, -1.252], [3.169, -2.999, -3.028], [2.625, -5.162, -2.322], [0.881, -2.097, -0.394], [0.073, -3.599, -0.863], [0.569, -0.277, -2.506], [1.498, -0.792, -3.859], [-1.877, 4.078, 2.506], [-2.066, 2.895, 1.675], [-2.667, 2.869, 0.426], [-2.805, 1.385, -0.497], [-3.384, 3.976, 0.019], [-4.114, 4.104, -1.241], [-2.743, 4.720, 2.518], [-0.990, 4.639, 2.166], [-1.755, 3.771, 3.549], [-1.861, 1.958, 2.024], [-3.233, 4.757, 0.640], [-4.127, 3.056, -1.711], [-3.686, 4.771, -2.037], [-5.160, 4.442, -1.102], [1.748, 1.039, 0.964], [1.056, -0.253, 2.203], [2.286, -1.623, 2.043], [1.334, 0.535, 3.904], [-0.668, -0.806, 2.133], [2.778, 1.298, 1.187], [1.070, 1.975, 0.958], [1.815, 0.690, -0.094], [3.281, -1.321, 2.214], [2.195, -2.243, 1.164], [2.082, -2.424, 2.853], [2.220, 1.179, 3.992], [1.203, -0.222, 4.671], [0.467, 1.215, 4.089], [-1.177, -0.223, 2.929], [-0.794, -1.882, 2.316]],
  "charge": -2,
  "orbital_gap_ev": 3.825,
  "e_above_lowest_ev": 0.000
}


Record 8
{
  "formula": "C28H64AsF6N8O9",
  "method": "wB97M-V/def2-TZVPD",
  "symbols": ["As", "F", "F", "F", "F", "F", "F", "C", "O", "N", "C", "C", "H", "H", "H", "H", "H", "H", "H", "C", "O", "N", "C", "C", "H", "H", "H", "H", "H", "H", "H", "C", "O", "N", "C", "C", "H", "H", "H", "H", "H", "H", "H", "C", "O", "N", "C", "C", "H", "H", "H", "H", "H", "H", "H", "C", "O", "N", "C", "C", "H", "H", "H", "H", "H", "H", "H", "C", "O", "N", "C", "C", "H", "H", "H", "H", "H", "H", "H", "C", "O", "N", "C", "C", "H", "H", "H", "H", "H", "H", "H", "C", "O", "N", "C", "C", "H", "H", "H", "H", "H", "H", "H", "C", "C", "C", "O", "C", "H", "H", "H", "H", "H", "H", "H", "H"],
  "coordinates": [[24.500, -24.999, -14.594], [24.880, -24.113, -16.121], [25.992, -25.986, -14.745], [24.149, -25.833, -13.035], [23.061, -24.008, -14.267], [23.416, -26.162, -15.514], [25.550, -23.661, -13.812], [14.432, -27.847, -17.531], [14.487, -26.650, -17.913], [15.503, -28.712, -17.476], [16.872, -28.275, -17.636], [15.321, -30.184, -17.211], [13.485, -28.362, -17.305], [17.213, -28.466, -18.653], [17.582, -28.892, -17.086], [17.109, -27.274, -17.275], [14.267, -30.461, -17.211], [15.828, -30.833, -17.926], [15.776, -30.409, -16.246], [22.142, -27.574, -24.114], [23.073, -28.080, -24.715], [22.261, -26.678, -23.130], [21.088, -26.103, -22.556], [23.559, -26.168, -22.622], [21.073, -27.741, -24.316], [21.178, -26.476, -21.536], [20.080, -26.363, -22.879], [21.256, -25.026, -22.587], [24.397, -26.665, -23.111], [23.706, -25.092, -22.723], [23.737, -26.472, -21.591], [29.066, -20.137, -9.443], [29.330, -20.922, -8.536], [29.694, -18.969, -9.694], [29.032, -18.085, -10.649], [30.833, -18.528, -9.026], [28.286, -20.316, -10.199], [28.212, -18.607, -11.141], [29.708, -17.689, -11.407], [28.769, -17.154, -10.147], [31.666, -18.303, -9.691], [30.660, -17.563, -8.548], [31.223, -19.203, -8.263], [30.989, -19.996, -15.976], [31.768, -19.297, -15.313], [30.914, -21.319, -15.890], [30.121, -22.119, -16.789], [31.875, -22.139, -15.153], [30.255, -19.616, -16.703], [29.304, -21.557, -17.240], [29.635, -22.999, -16.368], [30.741, -22.518, -17.593], [31.319, -22.702, -14.403], [32.293, -22.855, -15.861], [32.651, -21.536, -14.682], [30.240, -28.512, -7.613], [31.142, -28.964, -6.966], [30.300, -27.946, -8.830], [29.203, -27.466, -9.573], [31.628, -27.757, -9.538], [29.167, -28.569, -7.374], [29.465, -26.517, -10.040], [28.327, -27.396, -8.928], [29.102, -28.199, -10.374], [31.429, -28.159, -10.531], [31.858, -26.692, -9.556], [32.370, -28.341, -8.993], [19.005, -20.725, -17.977], [19.182, -20.196, -19.113], [17.827, -20.472, -17.357], [17.361, -21.042, -16.116], [16.912, -19.544, -17.905], [19.716, -21.348, -17.413], [16.349, -21.367, -16.353], [17.396, -20.417, -15.223], [17.862, -21.987, -15.902], [17.354, -18.549, -17.959], [16.730, -19.854, -18.934], [15.944, -19.479, -17.407], [21.211, -33.616, -20.264], [20.189, -34.179, -19.795], [22.193, -33.081, -19.524], [23.359, -32.502, -20.169], [22.147, -32.957, -18.094], [21.355, -33.497, -21.349], [23.438, -32.726, -21.232], [24.069, -33.015, -19.521], [23.548, -31.443, -19.991], [21.200, -33.304, -17.682], [23.003, -33.396, -17.581], [22.151, -31.920, -17.759], [19.095, -29.378, -12.146], [18.887, -30.571, -12.259], [18.272, -28.472, -11.592], [18.503, -27.042, -11.671], [16.970, -28.784, -11.012], [19.983, -28.904, -12.592], [18.355, -26.553, -10.708], [17.790, -26.504, -12.296], [19.462, -26.828, -12.142], [16.179, -28.399, -11.656], [16.910, -29.849, -10.788], [16.819, -28.233, -10.084], [30.578, -32.047, -15.707], [30.617, -33.491, -15.277], [29.526, -34.141, -16.126], [28.763, -33.089, -16.673], [29.154, -31.898, -16.058], [31.210, -31.705, -16.526], [30.906, -31.388, -14.903], [30.400, -33.619, -14.217], [31.634, -33.842, -15.452], [28.981, -34.899, -15.564], [29.945, -34.616, -17.013], [28.585, -31.780, -15.137], [28.873, -31.038, -16.667]],
  "charge": -1,
  "orbital_gap_ev": 9.406
}


Record 9
{
  "formula": "ClHO3S",
  "method": "wB97M-V/def2-TZVPD",
  "symbols": ["O", "O", "O", "S", "Cl", "H"],
  "coordinates": [[1.766, -0.367, -0.241], [0.079, 1.375, -0.489], [-0.384, -0.598, 0.899], [0.414, 0.031, -0.295], [-1.952, 0.110, 1.578], [0.077, -0.550, -1.452]],
  "s2": 2.007,
  "orbital_gap_ev": [10.762, 6.674],
  "e_above_lowest_ev": 0.000,
  "spin_multiplicity": 3
}